#a
{
  "formula": "C5H11NS2",
  "method": "the ωB97M-V functional and the def2-TZVPD basis",
  "elements": ["H", "C", "H", "H", "H", "H", "H", "C", "C", "C", "S", "H", "S", "N", "H", "H", "H", "C", "H"],
  "coordinates": [[-3.721, 0.361, 0.254], [0.848, 0.462, -0.330], [-0.214, 2.361, -1.094], [2.990, 0.315, -0.309], [-2.173, 1.083, 0.990], [-2.826, -0.489, 1.553], [2.381, -1.700, -0.839], [-0.184, -0.567, 0.234], [0.621, -1.883, 0.218], [2.114, -0.039, 0.226], [-1.707, -0.645, -0.584], [0.378, -2.615, -0.585], [0.527, 2.170, 0.026], [2.033, -1.499, 0.077], [0.601, -2.385, 1.203], [2.453, 0.290, 1.226], [-0.293, -0.270, 1.305], [-2.712, 0.170, 0.657], [0.959, 0.290, -1.342]],
  "lowdin_charge": [0.038, -0.737, -0.111, 0.116, 0.025, 0.049, 0.091, -0.676, -0.222, -0.288, 0.854, 0.118, 0.781, -0.060, 0.114, 0.122, 0.120, -0.417, 0.084],
  "gap_ev": 9.089,
  "smiles": "CS[C@H]1CNC[C@@H]1S",
  "e_homo_ev": -8.334
}

---

#b
{
  "formula": "C5H11NS2",
  "method": "the ωB97M-V functional and the def2-TZVPD basis",
  "elements": ["H", "S", "N", "H", "C", "H", "H", "H", "C", "H", "C", "S", "H", "H", "C", "C", "H", "H", "H"],
  "coordinates": [[-1.814, 0.964, 1.443], [3.252, 0.061, 0.333], [0.926, 0.274, -0.443], [-1.036, -0.480, -0.115], [-0.687, 0.898, 1.404], [1.493, -1.211, 1.321], [0.496, -2.671, -0.605], [2.377, -2.723, -0.201], [1.661, -0.828, 0.227], [1.798, -1.765, -1.690], [-0.478, 0.422, -0.077], [2.117, 1.598, -0.372], [-0.596, 1.496, -1.993], [-0.265, 1.976, 1.571], [-1.054, 1.525, -0.943], [1.532, -2.121, -0.589], [-0.170, 0.331, 2.078], [-2.043, 1.221, -0.964], [-0.923, 2.585, -0.465]],
  "lowdin_charge": [0.099, 0.520, -0.481, 0.126, -0.069, 0.116, 0.107, 0.064, -0.788, 0.113, -0.481, 0.514, 0.106, 0.097, -0.093, -0.124, 0.019, 0.041, 0.114],
  "gap_ev": 7.830,
  "smiles": "CC(C)N1SS[C@@H]1C",
  "e_homo_ev": -7.407
}

---

Result of the stability comparison: #a is the most stable of them.

---

#a
{
  "formula": "CH4S2",
  "method": "the ωB97M-V functional and the def2-TZVPD basis",
  "elements": ["S", "H", "S", "H", "H", "H", "C"],
  "coordinates": [[0.302, -1.630, -1.746], [-0.887, 0.786, -0.581], [1.220, 0.045, -1.048], [-0.268, 0.110, 0.958], [0.231, -2.428, -0.593], [0.526, 1.511, 0.323], [-0.012, 0.607, 0.098]],
  "lowdin_charge": [0.253, 0.047, 0.351, 0.006, -0.151, 0.006, -0.511],
  "gap_ev": 9.354,
  "smiles": "CSS",
  "e_homo_ev": -8.718
}

---

#b
{
  "formula": "CH4S2",
  "method": "the ωB97M-V functional and the def2-TZVPD basis",
  "elements": ["H", "H", "H", "H", "C", "S", "S"],
  "coordinates": [[1.269, 1.355, -0.027], [0.160, 0.521, 0.864], [-2.237, -0.245, 0.132], [1.635, -0.175, 0.715], [0.904, 0.361, 0.105], [-1.772, -1.358, -0.468], [0.041, -0.458, -1.320]],
  "lowdin_charge": [0.019, -0.002, -0.213, 0.035, -0.479, 0.277, 0.364],
  "gap_ev": 8.943,
  "smiles": "CSS",
  "e_homo_ev": -8.870
}

---

Result of the stability comparison: #a is the most stable of them.

---

#a
{
  "formula": "C2H9NS2",
  "method": "the ωB97M-V functional and the def2-TZVPD basis",
  "elements": ["H", "C", "H", "H", "S", "C", "S", "H", "N", "H", "H", "H", "H", "H"],
  "coordinates": [[0.791, -0.385, 1.972], [2.076, 0.713, 3.356], [-2.540, 0.976, 0.358], [-1.269, -0.641, -2.808], [-0.068, -0.608, -2.240], [-1.883, 0.841, -0.518], [-0.700, -0.500, -0.274], [2.693, -0.120, 3.683], [1.458, 0.363, 2.031], [1.381, 0.925, 4.176], [-2.475, 0.879, -1.441], [2.794, 1.484, 3.091], [1.240, 1.171, 1.476], [-1.307, 1.777, -0.579]],
  "lowdin_charge": [-0.013, -0.145, 0.072, -0.124, 0.631, -0.403, 0.711, 0.065, -0.096, 0.070, 0.062, 0.074, 0.027, 0.068],
  "charge": 1,
  "gap_ev": [6.887, 3.532],
  "e_homo_ev": [-12.237, -12.233],
  "s_squared": 0.75,
  "multiplicity": 2
}

---

#b
{
  "formula": "C2H9NS2",
  "method": "the ωB97M-V functional and the def2-TZVPD basis",
  "elements": ["H", "S", "C", "H", "N", "S", "H", "H", "C", "H", "H", "H", "H", "H"],
  "coordinates": [[-1.194, 0.127, -3.558], [-1.238, 1.004, -2.557], [1.478, -1.647, 3.124], [2.313, -2.295, 3.339], [-0.769, -1.724, 4.066], [0.659, 1.887, -2.518], [0.030, -3.366, 3.124], [1.523, 1.065, -3.122], [0.214, -2.286, 2.979], [-0.238, -1.328, 4.851], [1.814, -1.185, 2.151], [1.654, -0.745, 3.694], [-0.244, -1.931, 1.946], [-1.161, -0.931, 3.703]],
  "lowdin_charge": [-0.115, 0.614, -0.175, 0.071, -0.022, 0.608, 0.106, -0.109, -0.303, 0.058, 0.078, 0.073, 0.125, -0.009],
  "charge": 1,
  "gap_ev": [4.895, 1.937],
  "e_homo_ev": [-11.253, -11.250],
  "s_squared": 0.75,
  "multiplicity": 2
}

---

Result of the stability comparison: #a is the most stable of them.

---

#a
{
  "formula": "C2H9NO3",
  "method": "the ωB97M-V functional and the def2-TZVPD basis",
  "elements": ["O", "H", "C", "N", "O", "H", "H", "H", "H", "H", "O", "C", "H", "H", "H"],
  "coordinates": [[-0.699, -0.291, -2.770], [-0.552, 0.118, 3.344], [-0.680, 0.678, 0.098], [-0.398, 0.975, 1.438], [1.359, -0.182, -1.703], [-0.810, -0.666, -3.659], [1.623, -0.620, 1.751], [-0.164, 1.333, -0.602], [-1.777, 0.607, -0.020], [2.150, 0.198, -2.107], [1.036, -0.497, 2.516], [-0.383, -0.119, 2.298], [-0.270, -0.295, -0.218], [-0.862, -1.039, 1.940], [0.427, -0.200, -2.307]],
  "lowdin_charge": [0.040, 0.158, -0.044, 0.279, -0.063, 0.085, 0.121, 0.111, 0.181, 0.070, 0.049, -0.200, 0.109, 0.153, -0.050],
  "charge": 1,
  "gap_ev": [7.245, 6.639],
  "e_homo_ev": [-15.990, -15.605],
  "s_squared": 1.09,
  "multiplicity": 2
}

---

#b
{
  "formula": "C2H9NO3",
  "method": "the ωB97M-V functional and the def2-TZVPD basis",
  "elements": ["H", "H", "H", "C", "N", "H", "H", "H", "H", "O", "H", "O", "O", "C", "H"],
  "coordinates": [[-2.669, 1.229, 0.132], [-3.721, 0.309, 1.801], [-2.220, -0.567, 2.109], [-1.165, -0.133, -0.479], [-2.332, 0.261, 0.212], [-1.289, -0.112, -1.575], [-3.504, -1.269, 1.059], [2.353, -1.926, -1.599], [2.919, 1.092, -0.365], [3.038, 1.990, -0.030], [2.725, 1.906, 0.877], [2.623, -1.176, -1.058], [-0.224, -0.627, 0.056], [-2.982, -0.348, 1.346], [1.794, -0.868, -0.673]],
  "lowdin_charge": [0.197, 0.120, 0.147, -0.188, 0.203, 0.177, 0.145, 0.049, 0.000, -0.051, 0.031, -0.043, 0.192, 0.038, -0.015],
  "charge": 1,
  "gap_ev": [8.433, 3.944],
  "e_homo_ev": [-13.778, -13.777],
  "s_squared": 0.76,
  "multiplicity": 2
}

---

Result of the stability comparison: #b is the most stable of them.

---

#a
{
  "formula": "C2H2ClFS",
  "method": "the ωB97M-V functional and the def2-TZVPD basis",
  "elements": ["H", "F", "H", "C", "Cl", "S", "C"],
  "coordinates": [[0.791, -0.755, 1.658], [1.070, -0.973, -1.093], [-0.126, 0.747, -1.019], [0.027, 0.059, 0.885], [-1.749, -0.519, -1.129], [0.078, 1.589, 1.292], [-0.090, -0.147, -0.593]],
  "lowdin_charge": [0.181, -0.100, -0.025, -0.691, 0.631, 0.760, -0.756],
  "gap_ev": 8.275,
  "e_homo_ev": -9.568
}

---

#b
{
  "formula": "C2H2ClFS",
  "method": "the ωB97M-V functional and the def2-TZVPD basis",
  "elements": ["H", "C", "Cl", "H", "F", "S", "C"],
  "coordinates": [[-0.745, -0.376, 1.680], [-0.358, -0.827, -0.505], [0.658, 1.332, 0.856], [0.199, -1.716, -0.609], [1.091, -1.032, 1.182], [-1.155, -0.280, -1.772], [0.027, -0.304, 0.853]],
  "lowdin_charge": [0.133, -0.684, 0.664, 0.036, -0.061, 0.744, -0.831],
  "gap_ev": 8.447,
  "smiles": "F[C@@H](Cl)C=S",
  "e_homo_ev": -9.402
}

---

Result of the stability comparison: #b is the most stable of them.

---

#a
{
  "formula": "C2H7N2O2",
  "method": "the ωB97M-V functional and the def2-TZVPD basis",
  "elements": ["O", "C", "H", "H", "H", "H", "H", "H", "N", "O", "C", "N", "H"],
  "coordinates": [[2.440, -0.284, -0.089], [2.120, -1.489, 0.231], [-0.008, 0.833, 0.681], [-1.151, 2.188, 0.018], [-0.132, -0.333, -1.186], [2.213, -2.225, -0.521], [-2.194, -0.505, 0.378], [-1.762, 0.440, 1.615], [-2.128, 0.509, 0.625], [1.583, -1.913, 1.278], [-0.861, 1.153, -0.037], [-0.505, 0.581, -1.365], [0.386, 1.046, -1.628]],
  "lowdin_charge": [-0.191, -0.667, 0.110, 0.075, 0.028, 0.058, 0.045, 0.054, -0.068, -0.149, -0.332, -0.026, 0.065],
  "charge": -1,
  "gap_ev": 8.664,
  "e_homo_ev": -4.320
}

---

#b
{
  "formula": "C2H7N2O2",
  "method": "the ωB97M-V functional and the def2-TZVPD basis",
  "elements": ["H", "N", "C", "O", "H", "H", "H", "N", "C", "O", "H", "H", "H"],
  "coordinates": [[-0.249, 2.626, -0.945], [0.169, 0.681, -0.620], [0.116, -3.689, -0.375], [-0.515, -2.616, 0.066], [-0.145, 1.962, 1.863], [-0.690, 0.240, -0.613], [0.575, -0.001, 0.056], [-0.415, 2.535, 0.946], [0.272, 2.056, -0.194], [1.356, -3.934, -0.257], [1.410, 2.085, -0.072], [-0.480, -4.598, -0.558], [-1.404, 2.653, 0.705]],
  "lowdin_charge": [0.087, -0.008, -0.615, -0.235, 0.123, 0.012, 0.074, -0.057, -0.450, -0.177, 0.123, 0.068, 0.056],
  "charge": -1,
  "gap_ev": 7.764,
  "e_homo_ev": -4.044
}

---

Result of the stability comparison: #a is the most stable of them.